Here is a molecular structure, C18H16F10N3PtS2 from the Open Molecules 2025 dataset. Energies are from the ωB97M-V functional and the def2-TZVPD basis.

Computed properties:
2S+1: 3
E_LUMO (alpha / beta) (eV): -2.92 / -4.62
HOMO (alpha / beta) (eV): -10.26 / -10.76
⟨S²⟩: 2.01
Orbital gap (alpha / beta) (eV): 7.3 / 6.1
Total charge: +1

CARTESIAN COORDINATES (ANGSTROEM)
H 3.66 -0.95 -0.82
C 1.99 1.10 -2.92
C 1.96 -1.43 -2.89
H 2.63 1.10 -3.81
H 4.26 0.26 -1.81
H -1.37 -1.61 -2.35
H 0.43 1.96 -4.11
F 2.00 -1.72 5.59
H -1.32 1.50 -2.53
F -2.08 1.98 1.33
C -4.07 -0.89 2.26
F 1.11 0.84 5.71
C 0.52 1.16 -3.37
H -0.15 2.42 -1.87
C -5.19 -0.26 2.79
H 3.19 0.61 -0.52
F -4.06 -2.22 2.26
C 1.56 0.50 2.12
C 0.11 -0.15 -4.04
Pt -0.53 0.15 -0.33
H -0.97 -0.14 -4.25
C 2.19 -0.16 -2.10
C 0.47 -1.42 -3.26
C -5.25 1.12 2.81
H 2.20 -2.31 -2.30
N -0.35 1.48 -2.21
H 0.29 -2.28 -3.91
H 2.23 1.99 -2.33
N 3.44 -0.06 -1.28
F -6.20 -0.98 3.26
F -4.23 3.19 2.33
H 0.60 -0.20 -5.01
C 2.01 -0.81 2.11
C -3.08 1.21 1.79
H 1.41 -0.19 -1.35
C -4.18 1.86 2.31
C 1.26 1.03 3.37
C 1.85 -1.01 4.48
H 2.56 -1.47 -3.81
C 2.16 -1.57 3.25
F -6.31 1.74 3.30
H -0.20 -2.39 -1.54
C 1.41 0.30 4.54
F 2.32 -1.41 0.93
S -1.60 -1.09 1.19
C -2.99 -0.17 1.76
S 1.30 1.46 0.66
N -0.40 -1.54 -2.06
F 2.59 -2.83 3.17
F 0.81 2.28 3.48

=====

Here is a molecular structure, C57H51CrNOP4S2 from the Open Molecules 2025 dataset. Energies are from the ωB97M-V functional and the def2-TZVPD basis.

Computed properties:
2S+1: 4
E_LUMO (alpha / beta) (eV): -2.86 / -2.26
HOMO (alpha / beta) (eV): -10.23 / -10.18
⟨S²⟩: 3.88
Orbital gap (alpha / beta) (eV): 7.4 / 7.9
Total charge: +1

CARTESIAN COORDINATES (ANGSTROEM)
H -3.85 -1.63 6.39
C -4.59 0.07 1.00
C 3.10 -1.52 2.96
C -0.67 -2.34 0.85
H -1.69 -5.54 -1.09
H -3.43 -0.48 4.25
C -1.31 -0.85 4.29
H -2.76 4.13 -0.19
H 3.12 -2.07 -5.95
H 5.95 -3.54 -1.81
H 2.67 -3.58 2.47
C 1.15 -1.95 -5.12
H -1.89 -1.09 -2.54
H 2.49 2.29 -0.72
C -1.22 6.10 2.07
H 2.44 4.62 -4.92
H 0.33 -2.51 6.75
C 3.52 -2.33 0.21
P 0.12 -0.90 -1.28
H 2.09 -5.17 -0.97
H -1.05 2.88 -4.10
H 0.77 -1.35 4.62
H -1.40 6.98 2.67
C -1.79 -2.15 6.70
H -3.16 6.13 1.16
H -4.41 3.29 2.03
C 2.41 -1.17 -2.77
C 3.17 -1.46 -3.90
C -0.75 3.82 0.54
H 4.26 -5.30 -2.16
O 2.40 1.89 0.16
C -1.62 -4.56 0.82
H -2.05 -5.39 1.35
C 2.84 -4.40 -0.83
H 3.60 -0.37 6.11
C 0.39 -1.67 -3.99
C 2.85 -2.86 3.26
C 1.02 -1.29 -2.80
H -1.37 -3.37 2.60
H 0.72 -1.54 2.21
H -2.21 -0.44 -0.95
H -5.95 1.74 0.89
C 4.74 -2.41 -0.46
C -1.98 4.48 0.46
H 1.20 3.82 1.44
H -4.51 -0.19 -5.80
C -0.84 -3.57 -1.23
C 3.36 -0.63 4.00
C 2.54 -1.85 -5.07
H -0.66 -3.64 -2.29
C -2.23 1.14 -3.68
C 0.24 4.32 1.38
H 2.90 -0.85 -1.86
C 1.30 2.30 -2.73
H -3.57 -0.54 -3.57
H 3.58 0.40 3.77
C -1.25 -3.42 1.52
C 2.87 -3.30 4.58
C -2.21 5.62 1.23
Cr 1.02 0.42 0.63
S 4.69 0.42 1.14
C 1.96 2.83 -3.83
C -0.48 -2.43 -0.52
C -1.82 2.22 -4.47
H 0.06 5.17 -1.42
C 5.00 -3.48 -1.30
C -0.09 -1.16 1.57
H 0.66 -2.24 -6.04
C -2.86 1.84 2.27
C -4.97 1.39 1.22
H 1.63 -3.30 0.53
S 0.54 1.31 2.85
N -1.63 0.98 -2.40
H -3.77 1.71 -7.19
H 4.24 -1.37 -3.85
C -2.84 -1.58 5.99
C -3.75 0.48 -5.43
H 2.49 2.17 -4.51
H 3.33 1.59 0.47
C -3.21 0.28 -4.17
H 1.33 1.23 -2.58
C -3.34 1.55 -6.21
C -1.56 -0.34 -1.83
C -2.47 0.52 2.05
C 1.93 4.20 -4.07
C -1.41 -4.64 -0.55
C -2.60 -0.93 4.79
H -3.07 -1.40 1.28
C 3.38 -1.07 5.31
H -0.68 -1.73 -4.06
H 2.69 -4.35 4.80
C 4.05 -4.47 -1.50
P -0.91 -0.09 2.71
H -2.72 1.74 -0.74
H -2.18 2.52 2.77
H -2.20 2.93 -1.95
C -3.35 -0.37 1.42
H 3.18 -2.76 6.63
H -1.98 -2.65 7.63
H 0.79 5.83 2.79
C 0.59 4.50 -2.09
C -1.91 2.02 -1.42
P 3.15 -0.86 1.24
C 0.60 3.13 -1.85
C -0.49 -2.07 6.20
H -5.27 -0.61 0.51
C 0.01 5.45 2.14
C 3.14 -2.41 5.60
H 5.47 -1.63 -0.32
P -0.36 2.37 -0.48
C -0.25 -1.42 5.00
H -2.05 3.26 -6.32
H 1.22 6.10 -3.37
C 2.58 -3.34 0.02
C -4.11 2.27 1.86
C 1.24 5.03 -3.19
C -2.38 2.43 -5.72

=====

Here is a molecular structure, C2H3OYb at a distorted geometry from the Open Molecules 2025 dataset. Energies are from the ωB97M-V functional and the def2-TZVPD basis.

Computed properties:
E_LUMO (eV): -5.88
HOMO (eV): -10.96
Orbital gap (eV): 5.1
Total charge: +1

CARTESIAN COORDINATES (ANGSTROEM)
C -0.35 -1.04 0.09
H -1.67 0.57 0.68
H 0.41 0.95 0.03
Yb 2.86 -0.07 0.09
H -1.28 0.49 -1.02
O 0.89 -1.22 0.15
C -0.85 0.32 -0.02